Computed, not measured: 4 unconnected molecules or ions with the total composition C59H50BI2N2O12 in a non-equilibrium geometry, with ωB97M-V/def2-TZVPD.

XYZ file:
```
126
Properties=species:S:1:pos:R:3:forces:R:3:mulliken_charge:R:1
C 1.73482 -0.10168 2.96108 0.01 -1.16 1.69 -0.499
O 0.56991 0.40846 2.22128 2.03 0.22 -2.28 -0.245
C 0.96639 0.90486 0.86858 -1.85 -0.45 -0.40 -0.451
C -0.36836 0.63198 -0.10042 -1.71 -1.14 -2.08 -0.230
N -1.65402 1.41128 0.24779 -0.37 -2.73 -3.22 0.228
C -2.96391 1.24587 -0.50871 2.37 -2.52 -2.22 -0.044
C -4.37732 2.00555 -0.17133 0.44 0.04 0.90 -0.615
C -4.26932 3.22539 0.91866 -2.48 -0.57 0.43 -0.455
C -5.76665 3.97071 0.92062 -0.29 -0.22 -0.54 -0.906
I -2.83762 4.81212 0.34733 -0.48 -1.11 0.34 0.131
C -3.00855 0.16178 -1.78158 3.70 0.17 1.19 0.335
B -4.42226 -0.11765 -2.63965 -0.92 0.07 -0.59 0.625
O -4.83091 0.88504 -3.64361 -0.60 -1.72 2.90 -0.570
N -5.15931 -1.40237 -2.29470 -0.06 3.18 1.99 -0.042
C -4.81759 -1.91282 -0.90577 0.05 -1.84 0.93 -0.361
C -6.66860 -1.21762 -2.28019 -0.86 -0.32 -1.63 -0.924
C -1.68644 -0.70668 -2.25023 -0.26 2.80 3.95 0.163
C -1.75247 -1.78112 -3.52213 1.87 2.19 -4.97 -0.202
O -1.35259 -1.33419 -4.72148 -2.80 -3.42 8.28 -0.479
O -2.25452 -3.15367 -3.25846 2.56 2.64 -0.26 -0.251
C -1.14856 -4.12820 -3.25998 0.92 -0.48 -0.14 -0.301
C -0.65090 -4.58181 -1.74859 7.27 -1.25 -0.55 0.330
O 0.66639 -4.86589 -1.62868 -8.90 1.90 -0.60 -0.455
I -2.01271 -4.78083 -0.00567 1.07 0.22 -1.49 0.082
C -0.30553 -0.45543 -1.35861 -3.02 1.18 0.21 1.152
C 1.04787 -1.33418 -1.74996 -0.10 0.26 0.65 -0.062
C 2.24631 -0.42521 -2.42415 0.49 0.73 -0.31 -0.242
O 2.36524 -0.72268 -3.88982 -0.19 1.78 1.25 -0.551
H 1.95203 0.64847 3.83532 -0.03 -1.38 -1.86 0.249
H 2.66596 -0.36606 2.30348 -1.76 0.83 1.12 0.275
H 1.39927 -1.12432 3.47728 0.66 2.27 -1.16 0.105
H 1.84365 0.27959 0.39039 -1.70 1.42 1.06 0.212
H 1.15153 2.06226 0.88550 -0.10 -2.22 -0.08 0.324
H -1.59600 2.09432 1.06202 -0.15 -1.14 -1.44 0.276
H -5.09569 1.17765 0.29739 1.54 1.69 -0.97 0.232
H -4.92870 2.44679 -1.12768 1.71 -1.17 1.75 0.317
H -4.10644 2.83413 2.02567 0.16 0.87 -2.49 0.395
H -5.63400 5.11989 1.09876 -0.42 -2.36 -0.13 0.352
H -6.50787 3.48287 1.70391 1.74 1.06 -1.48 0.303
H -6.29313 3.83198 -0.14127 1.29 0.38 2.22 0.262
H -5.81391 1.08027 -3.61350 1.64 -0.68 -0.33 0.285
H -3.71723 -2.36248 -0.82541 -2.41 1.34 -0.22 -0.217
H -5.05076 -1.13200 -0.04585 0.65 -1.48 -1.70 0.104
H -5.53526 -2.84175 -0.69300 1.56 1.99 -0.45 0.402
H -6.97653 -0.86832 -3.37411 0.38 -0.94 2.35 0.286
H -7.16055 -2.27431 -2.03046 0.91 2.53 -0.62 0.346
H -7.04680 -0.39069 -1.53565 0.79 -1.67 -1.13 0.244
H -1.49047 -5.08768 -3.83630 0.49 1.84 1.24 0.379
H -0.18987 -3.68891 -3.79878 -2.02 -0.98 1.15 0.302
H 1.39629 -1.85643 -0.73572 -0.60 1.19 -2.24 0.189
H 0.82053 -2.21124 -2.51671 0.18 2.07 1.67 -0.662
H 2.04080 0.72365 -2.33918 0.15 -2.16 0.20 0.407
H 3.28379 -0.63193 -1.88950 -2.19 0.18 -1.13 0.167
H 2.46042 0.14838 -4.40369 -0.23 -1.94 1.37 0.343
C -0.08576 -4.41612 3.83001 -0.12 -0.09 0.30 -0.944
C -0.47794 -3.11949 3.49841 -0.21 0.10 0.35 -0.699
C -1.19637 -2.35109 4.41584 0.17 -0.16 -0.26 -0.942
C -1.53455 -2.88542 5.66508 0.28 -0.13 -0.57 0.439
C -1.16371 -4.19039 5.98705 0.31 -0.01 -0.64 0.237
C -0.42739 -4.95378 5.07174 0.06 0.12 -0.29 -0.594
C -1.55779 -4.78150 7.28218 0.36 -1.46 0.52 0.635
O -1.22937 -5.92654 7.56722 -0.19 0.76 -0.26 -0.665
C -2.36027 -3.97633 8.22441 -0.33 0.02 0.56 0.200
C -2.78994 -4.54397 9.43106 -0.17 0.16 0.21 -0.563
C -3.53798 -3.78518 10.33384 0.22 -0.11 -0.32 -0.465
C -3.85026 -2.45827 10.03947 0.15 0.05 -0.34 -0.470
C -3.42831 -1.89196 8.83568 -0.10 -0.13 0.26 -0.543
C -2.69008 -2.65601 7.92213 -0.29 0.10 0.51 0.258
C -2.27911 -2.05906 6.63601 -0.41 1.37 -0.15 0.502
O -2.55712 -0.89436 6.37448 0.17 -0.65 0.06 -0.694
H 0.48209 -5.01175 3.11861 -0.10 0.09 0.14 0.509
H -0.22262 -2.70500 2.52568 -0.05 -0.04 0.14 1.064
H -1.49467 -1.33777 4.15206 0.02 -0.20 0.23 0.552
H -0.12260 -5.96855 5.32150 -0.17 0.26 0.10 0.469
H -2.54768 -5.57830 9.66997 0.04 0.26 -0.21 0.456
H -3.87505 -4.22954 11.26786 0.08 0.07 -0.19 0.397
H -4.42674 -1.86474 10.74573 0.12 -0.10 -0.15 0.398
H -3.68006 -0.85692 8.61054 0.14 -0.28 -0.10 0.442
C 4.80036 -5.12178 -3.33339 0.27 0.02 0.24 -0.795
C 3.86993 -4.31018 -2.68484 0.18 0.16 0.29 -0.068
C 4.20229 -3.69429 -1.47716 -0.05 -0.19 -0.38 -0.372
C 5.46554 -3.90033 -0.90953 -0.41 -0.10 -0.41 -0.136
C 6.38689 -4.73140 -1.54558 -0.45 -0.09 -0.50 0.353
C 6.05777 -5.33451 -2.76651 -0.29 0.05 -0.10 -0.572
C 7.70404 -4.99545 -0.93120 1.08 -0.94 -0.69 0.588
O 8.51530 -5.72254 -1.49104 -0.57 0.49 0.36 -0.671
C 8.02570 -4.37805 0.37089 0.43 0.06 0.52 0.174
C 9.24784 -4.66593 0.99245 0.07 0.13 0.27 -0.559
C 9.56562 -4.07580 2.21764 -0.19 -0.09 -0.34 -0.476
C 8.67061 -3.19172 2.81950 -0.29 0.01 -0.23 -0.537
C 7.45004 -2.90749 2.20528 0.28 -0.08 0.13 -0.499
C 7.12312 -3.50975 0.98310 0.33 0.13 0.48 0.215
C 5.81470 -3.23049 0.35908 -0.72 0.74 0.57 0.533
O 5.02557 -2.45721 0.88965 0.22 -0.24 -0.24 -0.772
H 4.54469 -5.59443 -4.27920 0.07 0.09 0.18 0.409
H 2.88539 -4.15460 -3.12034 0.18 -0.03 0.11 0.365
H 3.47270 -3.05785 -0.97914 0.29 -0.15 0.02 0.658
H 6.77694 -5.97370 -3.27569 -0.06 0.18 0.27 0.466
H 9.95358 -5.35261 0.52769 -0.29 0.17 -0.03 0.458
H 10.51290 -4.30479 2.70107 -0.18 0.04 -0.12 0.398
H 8.92097 -2.72628 3.77034 -0.06 -0.08 -0.19 0.395
H 6.75422 -2.22008 2.68350 0.07 -0.21 -0.25 0.441
C -1.93388 5.00210 -3.34028 0.05 0.35 -0.10 -0.527
C -0.71581 4.46136 -3.75129 0.22 0.34 -0.09 -0.574
C 0.28569 5.29571 -4.25040 -0.23 -0.25 0.15 -0.693
C 0.06412 6.67462 -4.35035 -0.30 -0.60 0.17 0.214
C -1.16259 7.21204 -3.96240 -0.17 -0.67 0.18 0.349
C -2.16007 6.37524 -3.44519 0.06 -0.34 0.03 -1.051
C -1.42522 8.65820 -4.10973 -1.26 0.77 0.35 0.631
O -2.50126 9.13162 -3.76588 0.63 -0.37 -0.17 -0.674
C -0.37630 9.52348 -4.68518 0.16 0.57 -0.20 0.214
C -0.63283 10.88635 -4.88420 0.22 0.21 -0.12 -0.555
C 0.35831 11.71440 -5.41551 -0.20 -0.32 0.15 -0.469
C 1.60808 11.18742 -5.73995 -0.04 -0.36 0.09 -0.468
C 1.86450 9.82903 -5.54797 -0.06 0.28 -0.05 -0.531
C 0.86662 8.99370 -5.02856 0.23 0.53 -0.18 0.217
C 1.13566 7.55167 -4.86273 1.46 -0.41 -0.44 0.598
O 2.23223 7.08684 -5.15195 -0.74 0.22 0.22 -0.672
H -2.71107 4.35308 -2.94270 0.13 0.13 -0.11 0.787
H -0.54422 3.38951 -3.68135 -0.03 0.16 -0.04 0.583
H 1.23600 4.86716 -4.56450 -0.17 0.30 0.03 0.451
H -3.11534 6.78951 -3.12757 0.27 0.08 -0.15 0.463
H -1.60486 11.30637 -4.63056 0.20 -0.27 0.00 0.450
H 0.15524 12.77133 -5.57410 0.02 -0.21 0.04 0.394
H 2.38273 11.83363 -6.14706 -0.14 -0.15 0.08 0.395
H 2.84095 9.42376 -5.80816 -0.31 -0.06 0.11 0.451
```
Positions in Å, forces in eV/Å.

Calculated values
Frontier orbital gap ... 6.6 eV
Largest force on an atom ... 9.382 eV Å⁻¹
Multiplicity ... 1
Charge ... +1
Energy ... -106404.0050 eV
Lowest unoccupied orbital energy ... -0.1673 Eh